A structure of composition C37H47BrMnN7PS2. Source: the OMol25 dataset; level of theory: wB97M-V/def2-TZVPD.

Element x y z (Å)
N -0.1546 -0.7414 1.5661
H -0.3690 -2.1078 -4.6384
H 4.1433 3.5023 0.7525
H 5.4896 -1.4190 -2.3707
H 3.9890 -1.0087 2.7529
C -0.6530 -3.9235 -0.3241
C 3.7047 -0.5519 -1.5843
H -2.9017 1.7035 -1.6243
H 4.9515 2.2099 -2.6274
C -4.9860 -0.6995 1.0644
H 5.6663 0.8035 2.4153
N -0.8472 2.4149 0.1802
C -0.0851 -0.2270 2.7910
C -0.4814 -2.5021 0.0121
H 3.8687 0.6523 -3.4027
H 2.3849 3.3582 0.6651
C 4.8368 2.6933 -1.6611
H 5.5975 -1.1451 -0.6442
C -4.4498 -1.1920 -0.1138
H -2.1274 6.5758 -0.9629
C -0.4299 -2.0495 1.4094
H 0.1389 0.8297 2.8620
H -1.0461 -7.6838 -1.1344
H -5.9725 -0.9977 1.3923
C -0.7045 -2.8587 2.5019
H 1.3764 2.5379 -1.8482
H -2.3491 -3.6479 -1.6236
Mn -0.2578 0.3026 -0.1948
H 3.6542 -2.4722 -0.5307
H 5.6229 2.3395 -0.9981
H 1.9789 1.3980 2.1006
H 2.2252 0.0751 -3.0769
C 5.2288 -0.7186 -1.5736
C 0.0800 -6.2087 -0.0598
H 4.3665 -1.5377 1.1267
H -4.6083 0.6307 2.7121
C 3.7080 -0.8965 1.7039
C 0.2151 -4.8635 0.2379
H 0.6304 2.7900 1.6088
Br -5.4034 -2.3834 -1.2112
H -0.9836 -3.8898 2.3459
N -0.3710 -1.5471 -0.8696
C 5.3143 1.0056 1.4007
H 1.0227 -4.5373 0.8828
C -2.7108 2.7551 -1.4857
C 3.2866 3.5279 0.0830
C -1.6620 -4.3579 -1.1847
C -3.4566 3.6894 -2.1699
C -1.7122 3.1927 -0.6113
H -2.3633 1.2586 1.8956
H 2.9439 -2.4943 -2.1328
C -4.2252 0.1973 1.7990
H 3.2346 4.5345 -0.3350
C -1.5347 4.5712 -0.4291
C -3.2406 5.0628 -2.0022
H -0.2149 -0.5255 4.9042
N -0.4143 -1.1549 -4.3166
H -0.8379 -2.9351 4.6429
H 3.4689 -1.0323 -3.6585
C -0.9354 -6.6327 -0.9047
H 5.9564 0.4574 0.7192
N -0.3973 -1.8980 -2.1730
C 3.8447 0.5838 1.3222
H 3.3862 2.4243 2.4295
C -3.1802 -0.7977 -0.4985
H 2.3328 3.9682 -2.2415
H 2.6059 2.4672 -3.1085
H 2.6793 -1.2472 1.5911
H 5.4501 2.0700 1.2240
C -0.6328 -2.3194 3.7776
C -2.2844 5.5178 -1.1224
H 2.0628 -1.7720 -0.7968
C -1.8086 -5.7055 -1.4595
C -0.2984 -0.9829 3.9289
C 3.4294 2.5286 -1.0739
C -2.9653 0.5444 1.3507
H -0.3922 -0.4054 -4.9853
C 3.0498 -1.8963 -1.2264
H -2.7616 -1.1565 -1.4305
H 5.0043 3.7617 -1.8167
H -3.8352 5.7723 -2.5606
H 5.7576 0.2097 -1.7734
H -2.6029 -6.0326 -2.1166
P 3.0738 0.7954 -0.3987
C 3.2821 -0.1732 -3.0109
C 2.3700 2.8826 -2.1333
N 1.4739 0.6799 -0.1548
C 3.0381 1.3982 2.3495
H -4.2264 3.3520 -2.8503
N -2.4373 0.0397 0.2304
S -0.3106 4.8613 0.7631
C -0.0988 3.1832 0.9152
C -0.4091 -0.8925 -3.0064
H 3.1548 0.9383 3.3327
H 0.7657 -6.9264 0.3695
S -0.3977 0.7728 -2.5068

Computed properties:
Total energy = -6683.7167 Eh
2S+1 = 4
Energy relative to the best compared isomer or geometry (same formula, charge and spin) = 0.0000 eV
Largest force on an atom = 1.42 eV/A
E_LUMO (spin up / spin down) = -6.39 / -6.33 eV
Gap between HOMO and LUMO (spin up / spin down) = 0.2547 / 0.2548 Eh
Highest occupied orbital energy (spin up / spin down) = -13.3 / -13.3 eV
Total charge = +2



An isolated molecule of C3H7NO. Source: the OMol25 dataset; level of theory: wB97M-V/def2-TZVPD.

Element x y z (Å)
N -0.3673 -1.2861 -0.2242
C 0.1792 1.1355 -0.4934
H -1.0400 -0.3229 1.4729
O -1.2034 1.3067 -0.3815
H -1.5801 0.4648 -0.6898
C 0.5760 -0.2472 -0.0578
H 1.6125 -0.5418 -0.2645
C -0.2496 -1.0257 1.2063
H 0.6688 1.9172 0.1020
H 0.7974 -0.4830 1.3561
H 0.0738 -2.1552 -0.4947
H 0.5328 1.2379 -1.5316

Computed properties:
Total energy = -248.3569 Eh
Energy relative to the best compared isomer or geometry (same formula, charge and spin) = 4.6151 eV
Largest force on an atom = 1.79 eV/A
E_LUMO = 0.94 eV
Gap between HOMO and LUMO = 0.3586 Eh
SMILES string = OC[C@H]1CN1
Highest occupied orbital energy = -8.8 eV



A structure of composition C39H49AgBF6N4O2. Source: the OMol25 dataset; level of theory: wB97M-V/def2-TZVPD.

Element x y z (Å)
F 4.6756 -3.7228 -3.2907
H 4.9989 2.1117 -4.4918
C 1.4636 1.5689 2.7028
H 2.9083 -0.7490 2.9518
H 2.1054 4.5080 1.3679
H -4.3710 -0.9978 -1.6218
H 2.0812 0.1189 5.7651
C -1.3980 1.7726 -3.1384
C 0.5295 -4.2416 3.4341
H 3.4848 1.8685 -1.8500
H 0.2990 -2.7460 -1.2934
H 1.2307 3.4037 -6.6043
C -5.8195 0.8316 0.0820
B -2.5387 -0.5041 0.6116
O -3.2772 -1.7108 0.6986
H -5.8206 1.8660 0.4275
C -4.7863 0.0420 0.8654
C -4.9441 -1.6924 -1.0073
C 4.4664 -2.3906 -3.2962
C -5.0021 0.2436 2.3633
C 1.1301 2.2058 -2.9121
C -1.9170 2.5555 -1.9292
H -4.6325 -2.7069 -1.2598
H 3.3120 3.2583 -5.2953
C 1.0047 -4.4289 2.1470
C -4.6698 -1.4503 0.4724
C 0.0086 2.6721 -4.9935
H -6.8212 0.4184 0.2289
C 1.8881 2.8969 2.8880
C 2.3686 2.9821 -4.8364
H 3.1983 1.0526 4.7508
H 1.8028 -1.5857 4.0593
H -5.3299 -3.4290 0.9723
C -0.8969 -3.5906 1.2177
H 4.4544 4.3566 -3.3240
F -0.4104 -3.3567 5.8999
C 4.2790 3.7639 -2.4218
C 1.8639 -0.8384 3.2641
C 2.3573 2.5433 -3.5144
H -2.2956 -0.0730 -2.4204
H 1.5469 3.7228 -0.9957
H 3.6124 4.3316 -1.7713
H 4.5983 -0.4408 -1.3695
C 3.6782 2.4037 -2.7793
N 1.0827 1.8013 -1.5638
H -6.0042 -1.5821 -1.2464
H 5.5748 1.3710 -3.0000
C -1.3528 0.2746 -2.8480
H -0.5353 1.2873 4.5603
C -5.4920 -2.4066 1.3183
H -2.1101 1.9359 -3.9555
C 3.6627 -0.9814 -1.3785
H -0.5707 0.0800 -2.1170
C -0.7386 -3.7023 3.5838
C 2.6463 -0.6491 -0.4926
F 5.6533 -1.8033 -3.0745
C 1.2060 3.0605 -5.5773
N 1.1705 1.3250 1.4118
C 1.3379 2.6908 -0.6769
C -0.1355 0.3398 4.1899
H 1.9980 -4.8355 1.9844
H 1.7691 1.8277 5.4458
H -1.4484 -3.3089 0.3314
N 1.4772 -1.2816 -0.4688
C -1.3455 -3.5367 4.9493
H -4.2665 -0.3217 2.9383
H 2.2037 3.3548 3.8123
Ag -0.4431 -0.1718 0.6348
H -1.3920 2.2842 -1.0158
C 2.1467 0.9029 5.0057
H -0.7479 0.0227 3.3427
H -1.8154 3.6318 -2.0895
O -3.4813 0.5421 0.5533
H -1.1456 -0.2934 -3.7589
N 0.3033 -4.1379 1.0531
H -0.9083 2.7072 -5.5727
H -5.5909 0.8310 -0.9826
C 1.4057 2.5055 0.7402
C -1.4636 -3.3563 2.4658
H -0.2222 -0.4047 4.9881
C 3.4282 -1.9947 -2.2854
C 1.2638 -2.2586 -1.3483
F 4.0938 -2.0685 -4.5494
C 1.3332 0.5034 3.7727
C -0.0573 2.2396 -3.6764
H 5.2346 3.6409 -1.9062
C 1.8364 3.4942 1.6302
H -5.2020 -2.3529 2.3663
F -2.0519 -4.6337 5.3059
H -6.0057 -0.0546 2.6749
H 4.2443 0.6291 -3.9067
C 4.6799 1.5788 -3.5924
H 2.7457 0.1677 0.2136
H 1.1331 -4.4952 4.2938
H 1.2905 -1.2044 2.4110
H 1.9964 -3.4456 -2.9810
H -6.5589 -2.1827 1.2368
H -2.9712 2.3264 -1.7593
C 2.2092 -2.6505 -2.2795
H -2.4335 -2.8830 2.5267
H -4.8613 1.3003 2.5920
F -2.1919 -2.5022 5.0167

Computed properties:
Total energy = -2656.2627 Eh
Energy relative to the best compared isomer or geometry (same formula, charge and spin) = 0.0000 eV
Largest force on an atom = 0.31 eV/A
E_LUMO = 2.57 eV
Gap between HOMO and LUMO = 0.2555 Eh
Highest occupied orbital energy = -4.4 eV
Total charge = -1



A structure of composition C24H23Br4N3O6Tl. Source: the OMol25 dataset; level of theory: wB97M-V/def2-TZVPD.

Element x y z (Å)
H 0.3157 2.6914 3.4694
C 3.0673 1.0445 2.8013
H 4.5863 0.7595 1.3324
Br -7.5608 1.0852 -0.1625
C -4.6898 0.8756 -0.2162
H 0.3292 2.2713 -2.5580
C 3.0072 0.7130 -0.8535
H 3.1701 0.0067 3.1241
H 6.0112 -5.2560 2.0226
H 2.6860 -2.6185 0.4927
N 1.8702 -4.6144 0.2096
C -3.4253 0.2810 -0.3332
O 0.6243 2.4840 0.7468
H 3.9211 -8.6752 0.5453
C 2.8931 -6.8083 0.3852
H 3.7198 1.6720 3.4265
O -2.3208 0.9437 -0.2085
H 4.1039 -3.8337 1.4517
H 3.6103 2.2059 1.0590
H 2.0736 0.7727 -2.7544
H 1.7151 3.1991 -0.8256
H 3.9189 0.1798 -1.1663
O 2.7182 0.4418 0.4936
C -0.0428 -3.8762 -0.5792
C 3.9625 -7.6101 0.7296
H 1.8807 -0.7895 -1.9146
C 0.6325 -5.0152 -0.2817
C 3.5581 1.1552 1.3650
O 1.7164 1.3546 3.0217
C 1.3101 2.7066 3.0245
Br -7.4783 -2.1878 -0.6649
Tl -0.6272 -0.5597 0.9057
C 4.0635 -4.8885 1.2222
H 2.2165 3.6625 1.3011
H 1.9756 3.3087 3.6590
C -5.9034 0.1739 -0.3234
H 0.6274 4.2880 1.7527
C 5.1352 -5.6884 1.5581
C 1.8690 0.2905 -1.7896
H 2.0212 -7.2594 -0.0661
Br -4.6695 2.7387 0.1895
C 1.2185 3.3670 1.6534
C 5.1041 -7.0599 1.3070
C 1.8656 -3.2403 0.1710
C 0.1026 1.9219 -1.5431
N 7.1479 -8.5314 1.8725
H 0.3351 -6.0460 -0.3609
C -3.3871 -1.1615 -0.5976
O -2.2525 -1.7703 -0.7096
C 2.9342 -5.4341 0.6098
O 0.5526 0.5811 -1.3739
H -1.0487 -3.7439 -0.9558
C 6.2341 -7.8801 1.6258
C -5.8671 -1.1886 -0.5526
C -4.6209 -1.8251 -0.6884
C 0.6720 2.9528 -0.5736
H -0.9753 1.8485 -1.3905
N 0.7447 -2.7784 -0.2975
H 0.0861 3.8746 -0.6859
Br -4.5069 -3.7070 -0.9575
H 3.2090 1.7850 -0.9662

Computed properties:
Total energy = -12012.6147 Eh
Energy relative to the best compared isomer or geometry (same formula, charge and spin) = 0.4568 eV
Largest force on an atom = 0.80 eV/A
E_LUMO = 1.45 eV
Gap between HOMO and LUMO = 0.1676 Eh
Highest occupied orbital energy = -3.1 eV
Total charge = -1